1.
96
Properties=species:S:1:pos:R:3:mulliken_charge:R:1 method="wB97M-V/def2-TZVPD" smiles="CCN(CC)CC.CCN(CC)CC.CCN(CC)CC.O=C1CCCO1.CC(N)=O.CC(N)=O"
C 0.9029 2.7388 3.4308 -1.1752
C 2.2132 1.9860 3.1384 -0.3428
N 2.9721 1.7076 4.3520 0.0736
C 4.4425 1.6646 4.1713 -0.6287
C 4.8728 1.1749 2.7706 -0.8265
C 2.4722 0.4910 5.0060 1.0064
C 2.7389 0.5174 6.5032 -1.4800
H 0.5108 3.2459 2.5530 0.4167
H 1.1559 3.3939 4.2593 0.4528
H 0.1969 1.9561 3.7256 -0.0290
H 2.1051 1.1385 2.4456 0.2115
H 2.7512 2.6906 2.4864 0.3150
H 4.8210 0.9092 4.8598 0.3299
H 4.8308 2.6513 4.4185 0.4183
H 5.1598 2.0284 2.1654 0.0516
H 4.0889 0.5206 2.3956 0.3090
H 5.7501 0.5296 2.8605 0.4204
H 1.4002 0.4051 4.8234 -0.8524
H 2.8970 -0.3761 4.4722 0.2870
H 1.9656 -0.0866 6.9989 0.4148
H 3.6897 0.1711 6.8997 0.3772
H 2.4890 1.4935 6.9241 0.3561
C -1.7747 -4.0601 -5.2025 -1.3901
C -1.0869 -4.0371 -6.5735 -0.5082
N 0.0794 -3.1741 -6.6185 0.0618
C -0.2926 -1.7637 -6.4063 -0.3189
C 0.8671 -0.8063 -6.5586 -1.2545
C 0.8497 -3.3997 -7.8476 -0.7022
C 2.3210 -3.6539 -7.5360 -1.2177
H -2.3674 -3.1403 -5.1466 0.3179
H -1.1714 -4.2200 -4.3140 0.3287
H -2.5433 -4.8392 -5.2166 0.4230
H -0.7427 -5.0682 -6.6934 0.4628
H -1.8459 -3.7786 -7.3291 0.3637
H -1.1178 -1.6046 -7.1234 0.3537
H -0.7692 -1.6385 -5.4340 0.1556
H 0.5303 0.2332 -6.5479 0.4026
H 1.6598 -0.8969 -5.8160 0.2685
H 1.3747 -0.8599 -7.5251 0.3563
H 0.8233 -2.6165 -8.6151 0.3967
H 0.4876 -4.3080 -8.3278 0.5048
H 2.5035 -4.7331 -7.4843 0.3549
H 2.7422 -3.1931 -6.6499 0.3225
H 2.9054 -3.4036 -8.4326 0.3213
C -2.2434 -1.7348 6.0222 -1.5515
C -2.0566 -0.5081 5.1429 0.0509
N -2.7082 -0.7648 3.8120 0.2301
C -4.1310 -0.4083 3.8342 -0.5663
C -4.4393 1.0850 3.7447 -1.0412
C -1.9668 -0.2068 2.6958 0.1608
C -0.6494 -0.9131 2.4865 -0.8567
H -3.2580 -1.8386 6.4113 0.3511
H -1.6489 -1.6413 6.9404 0.4331
H -1.9663 -2.6882 5.5765 0.3268
H -2.6629 0.3246 5.5181 0.2148
H -1.0414 -0.1183 5.1115 0.0502
H -4.4484 -0.8594 2.8833 0.2753
H -4.6456 -0.9983 4.5880 0.3319
H -4.0399 1.6856 4.5647 0.3337
H -4.0559 1.5530 2.8364 0.2542
H -5.5149 1.2711 3.6919 0.3973
H -1.8422 0.8825 2.6946 0.0428
H -2.5527 -0.5065 1.8164 -0.0305
H -0.7466 -1.9490 2.1694 0.4303
H 0.0297 -0.7443 3.3341 0.0687
H 0.0390 -0.4884 1.7422 0.0422
O -6.6391 1.5056 -2.4251 -0.5963
C -5.9650 0.6310 -1.9448 0.4576
C -4.4676 0.4812 -2.0413 -0.2422
C -4.2059 -0.8586 -1.3172 0.2884
C -5.4859 -1.1861 -0.5846 -0.2212
O -6.4841 -0.3184 -1.1717 -0.3848
H -4.1548 0.3792 -3.0775 0.2534
H -3.8636 1.2107 -1.5087 0.1708
H -3.9484 -1.6534 -2.0178 0.1678
H -3.3731 -0.7247 -0.6285 -0.2088
H -5.8764 -2.1856 -0.7762 0.2797
H -5.4552 -1.0306 0.4938 0.0653
C 1.0243 1.4326 -0.5524 -0.2890
C -0.0315 0.5900 -1.2323 0.4533
N 0.3739 -0.2412 -2.2112 -0.2983
O -1.2133 0.7289 -0.9590 -0.5486
H 2.0390 1.0297 -0.6305 0.3100
H 0.9144 1.3841 0.5350 -0.3726
H 0.9290 2.4696 -0.8602 0.3187
H 1.3387 -0.4798 -2.3266 0.1818
H -0.3928 -0.6831 -2.6926 0.1816
C 5.1630 5.6315 -0.6128 -1.1326
C 4.2865 4.3850 -0.4744 0.7373
N 4.8707 3.2247 -0.0700 -0.3222
O 3.1263 4.3968 -0.8760 -0.6070
H 5.4705 5.5261 -1.6552 0.2909
H 5.9618 5.6492 0.1274 0.3573
H 4.6112 6.5588 -0.5043 0.3224
H 5.8756 3.2525 -0.0673 0.1914
H 4.2620 2.4717 0.1836 0.1388

***

2.
111
Properties=species:S:1:pos:R:3:mulliken_charge:R:1 method="wB97M-V/def2-TZVPD" relative_energy_kcal_mol=124.8 smiles="CB(O)N(N=C=S)S(=O)(=O)F.COCCNCCOC.COCCNCCOC.COCCNCCOC.COCCNCCOC"
C 0.6005 -11.4902 4.5411 -0.7349
B -0.5464 -11.0391 3.4530 0.1018
O -0.4306 -11.6007 2.0639 -0.4754
N -1.6969 -10.0790 3.6877 0.5463
N -1.4839 -9.2279 4.7606 -0.5584
C -0.7067 -8.1848 4.2508 0.3155
S 0.5766 -7.1862 3.6575 -0.0542
S -3.2489 -10.8766 3.7596 1.0411
O -3.7736 -11.1300 2.3022 -0.5031
O -4.3279 -9.9679 4.4640 -0.5299
F -3.2254 -12.4055 4.5559 -0.2722
H 0.6133 -12.6655 4.7314 0.2838
H 1.6449 -11.1326 4.0976 0.2280
H 0.4326 -10.9138 5.5462 0.2709
H -0.1047 -10.7916 1.5331 0.3133
C -3.2504 -6.1985 2.9838 -0.7062
O -2.4253 -6.3937 1.8453 -0.2151
C -2.9417 -7.3675 0.9297 -0.7205
C -3.4573 -6.6932 -0.3539 -0.1974
N -4.6850 -5.9326 -0.1038 -0.2870
C -5.0619 -5.0259 -1.1927 -0.7741
C -4.0666 -3.9093 -1.5735 -0.5735
O -3.9078 -2.8959 -0.5787 -0.3255
C -3.0161 -3.2320 0.4723 -0.5977
H -2.6796 -5.6161 3.7189 0.2229
H -4.1427 -5.6260 2.7296 0.3384
H -3.5322 -7.1493 3.4452 0.2656
H -3.7065 -8.0055 1.3874 0.3658
H -2.0968 -8.0109 0.6593 0.2826
H -3.6564 -7.4598 -1.1103 0.4189
H -2.6587 -6.0450 -0.7252 0.1578
H -4.5712 -5.3823 0.7421 0.0399
H -5.9994 -4.5458 -0.8839 0.3700
H -5.2938 -5.6205 -2.0832 0.4315
H -4.4784 -3.3962 -2.4499 0.3846
H -3.0918 -4.2992 -1.8918 0.3535
H -2.1873 -3.8621 0.1341 0.3656
H -3.5644 -3.7178 1.2809 0.0592
H -2.5988 -2.3077 0.8787 0.3393
C -3.4847 4.0002 0.7793 -0.7718
O -4.8894 3.8174 0.8714 -0.3424
C -5.5179 3.5968 -0.3973 -0.7605
C -5.9804 2.1353 -0.5327 -0.2071
N -4.8414 1.2236 -0.6738 -0.2182
C -5.1810 -0.1925 -0.5027 -0.6035
C -5.7733 -0.6292 0.8541 -0.6160
O -4.8570 -0.5584 1.9482 -0.4371
C -4.7070 0.7345 2.5125 -0.5378
H -3.1287 4.3762 1.7475 0.2904
H -2.9768 3.0554 0.5848 0.2841
H -3.2232 4.7332 0.0108 0.4036
H -4.8808 3.8995 -1.2363 0.3400
H -6.4072 4.2371 -0.4132 0.4057
H -6.6283 2.0408 -1.4107 0.3757
H -6.5710 1.8964 0.3561 0.1602
H -4.1326 1.4650 0.0122 0.0340
H -4.2503 -0.7537 -0.6564 0.3083
H -5.8629 -0.4918 -1.3063 0.3972
H -6.0385 -1.6887 0.7633 0.3246
H -6.7097 -0.1112 1.0956 0.4308
H -5.6334 1.3168 2.4798 0.2873
H -3.8994 1.2667 2.0075 0.1316
H -4.4111 0.6217 3.5582 0.3348
C 3.1881 2.6177 -2.2588 -0.6316
O 2.6369 2.5418 -0.9529 -0.3568
C 3.2499 3.4447 -0.0242 -0.2416
C 2.2939 4.5969 0.3317 -0.4173
N 2.1124 5.5115 -0.7991 -0.1794
C 0.9957 6.4484 -0.6404 -1.0516
C -0.4203 5.8558 -0.4787 -0.2135
O -0.9271 5.2105 -1.6485 -0.4336
C -0.4710 3.8803 -1.8359 -0.5841
H 2.8205 1.7560 -2.8313 0.2413
H 2.8589 3.5209 -2.7730 0.2910
H 4.2808 2.5736 -2.2382 0.2591
H 4.2173 3.8165 -0.3811 -0.1466
H 3.4372 2.8653 0.8870 0.4244
H 2.6994 5.1534 1.1835 0.4571
H 1.3434 4.1500 0.6359 0.2066
H 1.9555 4.9713 -1.6446 0.0336
H 0.9925 7.0795 -1.5385 0.3724
H 1.2078 7.1106 0.2062 0.4252
H -1.1003 6.6942 -0.2899 0.4344
H -0.5097 5.2014 0.3973 0.2941
H -0.3184 3.3517 -0.8895 0.2288
H 0.4457 3.8838 -2.4274 0.2542
H -1.2225 3.3367 -2.4134 0.3471
C 7.2224 8.4082 -3.4349 -0.7271
O 6.8690 7.1116 -3.8919 -0.3061
C 7.9693 6.3896 -4.4588 -0.8102
C 8.4099 5.2446 -3.5298 -0.0813
N 9.0630 5.7561 -2.3214 -0.3396
C 9.2334 4.7565 -1.2622 -0.7700
C 7.9618 4.0999 -0.6843 -0.3044
O 7.1326 4.9843 0.0721 -0.4448
C 6.2702 5.7985 -0.7063 -0.5230
H 6.2948 8.9578 -3.2274 0.2316
H 7.7908 8.3567 -2.5060 0.3021
H 7.7863 8.9622 -4.1908 0.3360
H 8.8080 7.0453 -4.7195 0.3892
H 7.5973 5.9472 -5.3899 0.3854
H 9.1061 4.5911 -4.0663 0.4027
H 7.5172 4.6639 -3.2817 0.0560
H 8.5171 6.5258 -1.9462 0.1027
H 9.7500 5.2653 -0.4382 0.3572
H 9.9116 3.9742 -1.6205 0.4046
H 8.2903 3.3306 0.0238 0.3850
H 7.3747 3.5691 -1.4439 0.2097
H 5.9220 5.2938 -1.6132 0.2519
H 6.7712 6.7353 -0.9550 0.2394
H 5.3974 6.0532 -0.1005 0.2547

***

no.,LUMO energy (Eh),total energy (a.u.)
1,0.0138,-1601.9179
2,-0.0806,-3105.9126